Entry 1:
23
Properties=species:S:1:pos:R:3:forces:R:3 method="wB97M-V/def2-TZVPD" lumo_energy_ev=-9.72 charge=+1 de_lowest_kcal_mol=196.6 total_energy_ha=-366.716223 homo_ha=-0.5527 multiplicity=1
C -0.157 -0.708 -0.408 -0.359 -0.542 -1.519
C -1.336 -0.370 0.476 0.905 -0.200 0.828
C -1.303 -1.305 1.750 -0.275 0.345 -2.451
C -2.614 -0.237 -0.336 -0.805 0.223 -0.871
N -0.117 0.221 -1.528 2.351 0.276 1.096
H -0.171 -1.715 -0.858 -0.222 0.040 0.354
H 0.830 -0.647 0.094 -0.477 -0.619 -0.063
H -1.070 0.665 0.830 -0.195 0.213 0.206
H -1.037 -0.686 2.592 -0.095 -0.548 0.525
H -0.608 -2.102 1.484 0.412 0.083 0.736
H -2.257 -1.820 1.769 -0.296 0.293 0.725
H -2.791 -1.063 -1.024 0.542 -0.461 -0.069
H -3.588 -0.176 0.141 0.320 0.120 0.957
H -2.584 0.643 -0.971 0.160 0.158 -0.035
H 0.847 1.780 0.179 -0.594 -0.379 -1.161
H 0.214 1.145 -1.160 -0.902 1.415 0.184
H 0.574 0.011 -2.269 -0.314 -0.415 0.283
H 3.050 0.928 1.795 -0.017 -0.063 -0.045
H 1.798 0.852 0.874 0.934 -0.511 0.535
O 2.710 0.461 1.015 -1.065 0.574 -0.132
H 3.477 1.904 -2.032 0.157 0.065 0.237
H 3.085 1.101 -0.731 0.711 0.118 0.664
O 3.048 1.119 -1.681 -0.878 -0.186 -0.981


Entry 2:
107
Properties=species:S:1:pos:R:3:forces:R:3 method="wB97M-V/def2-TZVPD" lumo_energy_ev="-11.33 / -11.31" charge=+3 total_energy_ha=-4323.205067 homo_ha="-0.5316 / -0.5317" multiplicity=2
Mn -0.313 -0.197 -0.464 3.934 2.324 1.829
C 1.249 -5.906 4.197 -0.040 -0.018 -0.064
C 1.634 -4.605 4.494 0.029 0.028 0.042
C 1.323 -3.572 3.628 -0.061 -0.002 -0.108
C 0.618 -3.813 2.443 0.009 -0.026 0.047
C 0.226 -5.116 2.165 0.025 0.015 -0.063
C 0.542 -6.155 3.034 0.008 -0.094 0.039
C 0.332 -2.621 1.535 0.199 0.256 -0.178
C 1.604 -1.939 1.080 0.047 0.176 0.110
C 2.937 -2.315 1.373 0.133 -0.174 -0.031
C 3.733 -1.282 0.952 -0.048 0.013 -0.015
C 2.881 -0.337 0.332 0.108 0.188 0.088
N 1.556 -0.786 0.404 -0.391 -0.416 0.034
C 3.236 0.898 -0.203 -0.385 -0.187 -0.221
C 2.300 1.646 -0.965 0.227 -0.168 -0.044
C 2.712 2.647 -1.896 0.017 0.071 -0.060
C 1.590 3.050 -2.553 0.064 0.047 -0.100
C 0.502 2.344 -1.960 0.526 -0.227 0.147
C -0.862 2.681 -2.181 -0.762 -0.105 0.571
C -1.267 3.542 -3.308 0.011 0.179 -0.182
C -2.145 3.050 -4.276 0.117 -0.067 0.074
C -2.561 3.867 -5.315 -0.053 0.050 -0.097
C -2.147 5.189 -5.372 -0.005 -0.057 0.018
C -1.291 5.689 -4.399 0.017 0.076 -0.020
C -0.840 4.870 -3.378 -0.030 -0.091 0.042
C -1.807 2.355 -1.224 0.480 0.273 -0.738
N -1.461 1.624 -0.114 0.136 -0.597 0.516
C -2.381 1.896 0.809 0.422 0.176 -0.822
C -2.323 1.396 2.149 0.231 -0.669 0.504
C -3.101 2.102 3.193 -0.031 0.275 0.178
C -2.571 3.289 3.703 -0.015 -0.105 -0.124
C -3.259 3.990 4.679 0.010 0.060 0.049
C -4.484 3.529 5.139 0.034 -0.047 -0.062
C -5.015 2.352 4.627 -0.051 0.066 0.099
C -4.324 1.635 3.663 0.052 -0.122 -0.140
C -1.575 0.304 2.470 -0.553 0.606 -0.190
C -1.622 -0.374 3.735 0.199 -0.346 0.168
C -0.954 -1.546 3.576 -0.206 0.111 0.344
C -0.465 -1.546 2.234 -0.081 0.472 -0.252
N -0.811 -0.455 1.575 0.384 -0.569 -0.586
C -3.386 2.786 0.290 -0.179 0.052 -0.029
C -3.050 3.044 -0.999 -0.196 -0.073 0.107
N 0.960 1.444 -1.033 -0.325 0.002 -0.142
C 4.556 1.485 0.016 0.385 0.242 0.143
C 4.602 2.800 0.507 -0.097 -0.206 0.029
C 5.807 3.374 0.869 0.116 0.052 0.024
C 6.991 2.666 0.714 -0.107 -0.036 -0.029
C 6.963 1.388 0.168 0.129 0.066 0.011
C 5.761 0.796 -0.167 -0.188 -0.049 -0.185
H 1.501 -6.718 4.865 -0.015 0.013 0.018
H 2.180 -4.393 5.404 0.008 -0.004 -0.014
H 1.635 -2.563 3.869 0.028 0.002 0.025
H -0.330 -5.368 1.269 0.039 -0.066 0.075
H 0.232 -7.163 2.795 0.002 0.005 -0.003
H 3.251 -3.220 1.865 -0.021 0.019 0.096
H 4.799 -1.200 1.066 -0.010 0.036 0.054
H 3.725 2.977 -2.056 -0.018 -0.018 0.015
H 1.520 3.781 -3.341 -0.027 0.000 0.025
H -2.489 2.023 -4.222 -0.046 0.016 0.023
H -3.218 3.473 -6.079 -0.031 0.006 0.033
H -2.499 5.834 -6.166 0.025 -0.009 -0.016
H -0.980 6.725 -4.434 0.003 -0.008 0.009
H -0.193 5.267 -2.605 -0.005 0.034 -0.024
H -1.612 3.645 3.345 -0.018 0.040 0.011
H -2.830 4.899 5.081 -0.033 0.003 0.008
H -5.023 4.083 5.894 -0.004 -0.007 0.003
H -5.970 1.993 4.986 0.005 -0.020 -0.013
H -4.741 0.715 3.266 -0.004 -0.002 0.008
H -2.125 -0.012 4.617 -0.008 0.023 -0.035
H -0.815 -2.328 4.302 0.002 0.006 -0.010
H -4.226 3.165 0.851 0.037 0.043 0.010
H -3.551 3.686 -1.706 0.046 0.042 0.032
H 3.680 3.348 0.657 0.003 0.000 0.014
H 5.823 4.376 1.276 -0.005 -0.005 0.005
H 7.932 3.111 1.007 0.007 0.014 -0.039
H 7.891 0.858 -0.006 -0.016 -0.022 0.015
H 5.757 -0.177 -0.640 0.008 -0.036 0.065
Cl -5.151 -4.660 1.891 0.068 0.089 -0.088
C -4.213 -3.550 1.031 -0.096 -0.032 0.051
C -4.836 -2.511 0.308 -0.081 0.134 -0.094
C -4.070 -1.587 -0.337 -0.233 -0.022 -0.056
C -2.649 -1.663 -0.277 0.438 0.038 0.173
O -1.940 -0.701 -0.732 -4.313 -1.357 -1.041
C -2.021 -2.792 0.368 -0.105 -0.119 0.012
C -0.517 -3.000 0.233 -0.065 -0.203 0.263
N -0.055 -2.183 -0.832 0.466 -0.374 -0.627
C 0.754 -2.635 -1.748 -0.722 0.459 0.465
C 1.410 -3.899 -1.757 0.423 -0.585 -0.283
C 2.164 -4.268 -2.848 -0.130 -0.229 0.638
C 2.247 -3.450 -3.976 -0.169 0.527 -0.202
C 1.597 -2.197 -4.029 0.173 -0.192 0.037
C 1.568 -1.375 -5.176 0.012 0.018 -0.057
C 0.869 -0.199 -5.119 0.082 0.034 0.001
C 0.260 0.175 -3.914 0.107 0.137 -0.244
N 0.295 -0.566 -2.811 -0.298 -0.318 0.353
C 0.913 -1.746 -2.883 0.019 0.542 -0.341
C -2.811 -3.688 1.029 0.335 -0.075 0.015
H -5.915 -2.447 0.281 0.001 -0.033 0.045
H -4.521 -0.767 -0.880 0.056 0.029 0.021
H -0.352 -4.052 0.016 0.010 0.111 -0.001
H 1.346 -4.568 -0.909 -0.026 0.035 0.001
H 2.679 -5.219 -2.828 0.037 0.025 -0.076
H 2.817 -3.780 -4.838 -0.034 -0.035 -0.017
H 2.062 -1.693 -6.086 0.018 0.005 0.006
H 0.783 0.449 -5.980 0.001 0.003 0.006
H -0.273 1.114 -3.862 -0.087 -0.125 -0.067
H -2.366 -4.521 1.561 -0.082 -0.014 -0.012


Entry 3:
64
Properties=species:S:1:pos:R:3:forces:R:3 method="wB97M-V/def2-TZVPD" lumo_energy_ev=2.02 charge=-1 total_energy_ha=-6289.858985 homo_ha=-0.1104 multiplicity=1
Sr -1.041 -0.892 -0.698 0.951 1.086 0.558
N -2.729 -2.422 -2.074 -0.400 -0.137 0.424
C -4.056 -2.043 -1.571 -0.048 0.427 0.439
C -4.080 -0.725 -0.788 -0.315 0.189 0.283
N -3.463 -0.639 0.561 0.054 -0.219 -0.560
C -3.572 -1.773 1.475 -0.006 0.215 -0.112
C -2.359 -2.689 1.374 -0.576 -0.596 -0.539
N -1.094 -2.103 1.782 -0.125 0.162 0.133
C -3.810 0.647 1.153 0.072 0.088 0.058
C -2.727 1.146 2.100 -0.069 0.043 -0.123
N -1.485 1.233 1.359 -0.028 -0.275 0.429
H -2.439 -1.985 -2.945 -0.083 0.050 -0.005
H -2.680 -3.428 -2.143 0.221 0.035 -0.330
H -4.420 -2.851 -0.932 0.015 -0.057 -0.060
H -4.819 -1.888 -2.341 0.170 -0.227 -0.226
H -5.136 -0.414 -0.706 -0.029 -0.165 -0.062
H -3.578 0.046 -1.398 -0.079 -0.133 0.000
H -4.491 -2.353 1.309 -0.028 0.014 0.002
H -3.604 -1.392 2.498 -0.147 0.047 -0.022
H -2.277 -2.996 0.318 -0.113 -0.052 0.086
H -2.628 -3.626 1.873 0.402 0.080 0.351
H -0.650 -2.547 2.573 0.081 -0.105 -0.109
H -1.161 -1.120 2.044 0.007 -0.018 0.038
H -4.803 0.618 1.632 0.041 -0.056 0.077
H -3.887 1.366 0.334 0.038 0.017 0.005
H -2.578 0.450 2.932 -0.025 0.004 0.009
H -3.064 2.090 2.550 -0.003 0.007 -0.010
H -0.685 1.279 1.989 0.059 0.072 -0.068
H -1.470 1.991 0.688 0.017 -0.086 -0.063
Se 1.245 0.104 3.161 -0.088 -0.009 0.504
P 1.698 -0.017 1.028 0.136 -0.088 -0.234
Se 0.464 -0.344 -3.006 -0.454 0.287 -0.182
C 3.057 -1.265 0.838 -0.103 -0.023 0.035
C 3.188 -1.906 -0.392 -0.002 0.036 0.002
C 4.202 -2.835 -0.596 0.025 -0.012 0.008
C 5.090 -3.134 0.428 -0.017 0.003 -0.022
C 4.960 -2.498 1.658 -0.004 0.010 0.013
C 3.948 -1.572 1.861 -0.004 -0.037 0.014
C 2.748 1.456 0.636 0.031 -0.088 -0.185
C 3.235 1.552 -0.672 -0.018 -0.032 0.023
C 4.018 2.626 -1.056 0.013 0.063 0.037
C 4.316 3.634 -0.143 0.013 -0.028 -0.055
C 3.829 3.549 1.152 -0.006 -0.004 0.034
C 3.052 2.462 1.541 -0.021 0.023 0.034
H 2.499 -1.661 -1.197 -0.008 -0.027 -0.008
H 4.296 -3.325 -1.558 -0.002 0.003 -0.004
H 5.879 -3.860 0.271 0.002 0.001 -0.001
H 5.650 -2.727 2.463 0.002 -0.005 -0.006
H 3.827 -1.085 2.823 0.000 -0.002 -0.006
H 2.959 0.795 -1.402 0.025 0.017 0.012
H 4.382 2.687 -2.075 -0.006 0.001 0.005
H 4.923 4.481 -0.443 -0.002 -0.002 -0.002
H 4.058 4.330 1.868 -0.006 -0.002 0.004
H 2.674 2.382 2.554 0.001 0.009 -0.002
C 0.214 2.733 -1.387 0.074 -0.206 0.006
O -0.844 1.791 -1.258 0.050 0.299 0.125
C -1.292 1.090 -2.402 0.889 -0.596 -0.733
C -1.227 1.998 -3.620 -0.641 -0.096 -0.006
H 1.047 2.262 -1.915 -0.022 0.086 0.001
H 0.531 3.002 -0.378 0.020 0.004 -0.016
H -0.114 3.628 -1.921 0.007 0.031 0.022
H -1.933 2.833 -3.476 -0.004 -0.002 -0.009
H -1.545 1.435 -4.497 0.021 0.005 0.007
H -0.245 2.422 -3.838 0.045 -0.027 -0.014


Entry 4:
39
Properties=species:S:1:pos:R:3:forces:R:3 method="wB97M-V/def2-TZVPD" lumo_energy_ev=0.14 de_lowest_kcal_mol=0.0 smiles="CCCCNC(=O)CCNS(=O)(=O)c1ccc(Br)cc1" total_energy_ha=-3814.226324 homo_ha=-0.3579 multiplicity=1
C 1.407 2.118 3.968 0.026 -0.027 -0.210
C 0.901 2.340 2.548 -0.172 0.090 0.161
C -0.624 2.335 2.438 0.191 -0.269 -0.004
C -1.274 1.025 2.888 -0.068 0.273 0.110
N -0.803 -0.119 2.139 -0.190 0.222 -0.149
C -0.063 -1.102 2.699 -0.244 -0.276 -0.690
O 0.264 -1.096 3.867 0.310 -0.128 0.490
C 0.354 -2.212 1.744 0.272 0.040 0.211
C 1.889 -2.265 1.668 -0.387 -0.538 0.009
N 2.493 -1.029 1.249 0.391 0.316 -0.750
S 2.731 -0.685 -0.345 -0.212 0.243 0.450
O 3.494 0.523 -0.391 -0.194 0.154 0.113
O 3.208 -1.876 -0.977 -0.259 -0.182 0.039
C 1.104 -0.323 -1.025 0.634 -0.175 0.081
C 0.600 0.960 -0.930 0.036 0.084 -0.001
C -0.663 1.237 -1.425 -0.076 -0.068 -0.036
C -1.394 0.215 -2.014 -0.175 0.012 -0.026
Br -3.138 0.585 -2.675 0.212 -0.041 0.068
C -0.881 -1.069 -2.135 -0.072 0.088 0.023
C 0.384 -1.333 -1.636 0.041 -0.027 -0.082
H 2.487 2.243 4.002 0.107 0.020 0.087
H 1.173 1.115 4.316 -0.020 -0.070 0.101
H 0.958 2.837 4.650 -0.024 0.084 0.128
H 1.265 3.305 2.185 0.048 -0.061 -0.103
H 1.316 1.570 1.892 -0.002 0.082 -0.096
H -0.907 2.533 1.400 -0.086 0.079 -0.016
H -1.033 3.138 3.054 -0.056 0.086 -0.032
H -1.043 0.824 3.935 -0.113 0.017 -0.076
H -2.360 1.102 2.776 0.086 -0.025 0.092
H -1.024 -0.149 1.156 0.093 -0.167 0.004
H 0.001 -3.160 2.152 -0.073 0.021 -0.006
H -0.081 -2.067 0.756 -0.015 -0.057 0.079
H 2.214 -3.015 0.945 -0.056 -0.146 0.218
H 2.281 -2.521 2.656 0.008 -0.002 -0.159
H 2.368 -0.235 1.855 0.081 0.312 -0.021
H 1.212 1.731 -0.491 0.021 0.165 0.064
H -1.075 2.233 -1.367 -0.016 0.068 0.006
H -1.459 -1.842 -2.616 -0.032 -0.048 -0.028
H 0.831 -2.311 -1.726 -0.017 -0.151 -0.048


Entry 5:
35
Properties=species:S:1:pos:R:3:forces:R:3 method="wB97M-V/def2-TZVPD" lumo_energy_ev=3.65 charge=-2 de_lowest_kcal_mol=13.3 total_energy_ha=-3228.028699 homo_ha=-0.0011 multiplicity=1
Pb -0.346 -0.327 -1.426 0.127 -0.705 -1.384
O 0.422 4.664 2.731 -0.171 -0.143 0.555
C 0.125 3.650 1.845 0.514 0.746 0.079
C -0.891 2.733 2.025 -0.420 0.132 0.111
C -1.161 1.881 0.965 0.150 -0.396 -0.519
N -0.411 1.824 -0.136 -0.145 0.802 0.511
C 0.607 2.663 -0.264 -0.101 0.676 1.345
C 0.917 3.615 0.706 0.816 0.166 -0.198
C 1.436 2.518 -1.473 0.704 -1.199 -2.479
O 2.191 3.433 -1.805 0.147 0.311 0.433
O 1.273 1.416 -2.123 -0.015 0.727 0.663
C -2.237 0.820 0.976 -0.558 -1.888 1.682
O -3.101 0.871 1.885 0.881 0.214 -1.379
O -2.016 -0.176 0.178 -1.089 1.257 0.987
H -0.142 4.679 3.528 0.190 -0.439 -0.770
H -1.446 2.689 2.962 -0.131 -0.056 -0.423
H 1.835 4.254 0.604 -1.282 -0.626 -0.048
O -4.074 -4.124 -6.815 -0.416 -0.271 -0.252
C -3.404 -3.548 -6.000 0.752 0.874 0.531
S -3.687 -1.786 -5.511 -0.608 -1.828 -1.173
C -2.353 -1.635 -4.481 3.842 -5.209 1.243
C -1.513 -2.883 -4.269 -3.495 4.883 -1.045
S -0.242 -3.098 -3.228 1.605 0.102 1.494
S -1.946 -4.255 -5.180 -1.749 0.024 -1.170
S -2.050 -0.137 -3.783 0.535 1.749 1.273
C 3.497 -1.888 2.355 0.423 -0.298 0.236
S 1.783 -1.403 2.097 0.032 0.345 -0.309
C 1.032 -2.504 3.286 0.671 -0.041 0.714
O 1.707 -0.023 2.658 -0.071 -0.337 0.066
H 3.833 -1.476 3.352 -0.374 -0.558 -1.034
H 3.986 -1.353 1.532 0.291 -0.214 0.344
H 3.656 -2.997 2.241 -0.186 1.116 0.178
H 1.627 -2.426 4.216 -0.516 0.080 -0.220
H 1.070 -3.543 2.947 -0.202 0.211 -0.183
H 0.022 -2.127 3.406 -0.151 -0.209 0.138